# 1
The following is a DFT calculation (ωB97M-V/def2-TZVPD) of a cluster of 14 separate species, C34H81N5O24 in total at a distorted geometry.

The geometry in XYZ format:
```
144
Properties=species:S:1:pos:R:3:mulliken_charge:R:1
C 1.187 5.155 5.018 -0.2239
O -0.166 5.583 4.569 -0.3562
C -0.907 4.600 4.059 0.7515
O -0.794 3.398 4.160 -0.4076
O -1.956 5.157 3.501 -0.3484
C -3.133 4.452 3.228 -0.4044
H 1.783 6.070 5.035 0.2505
H 1.709 4.466 4.363 -0.1163
H 1.081 4.659 6.012 0.3093
H -3.217 4.419 2.154 0.1756
H -4.016 5.101 3.491 0.2819
H -3.234 3.481 3.727 0.2186
C 0.506 -1.366 -2.165 -0.0212
O -0.314 -1.252 -0.991 0.1090
C 0.381 -0.594 -0.010 -0.4906
O 1.478 -0.236 -0.211 -0.0075
O -0.464 -0.328 0.986 -0.0914
C 0.064 0.155 2.206 0.1775
H 1.401 -2.006 -1.852 0.0152
H 0.905 -0.409 -2.525 0.0012
H -0.102 -1.931 -2.861 0.1767
H 0.779 -0.621 2.602 0.1214
H -0.825 0.062 2.879 -0.0247
H 0.539 1.174 2.162 0.0934
C 2.524 -5.188 -2.294 -0.1523
O 2.638 -6.199 -1.295 -0.4071
C 1.631 -6.300 -0.411 0.8694
O 0.654 -5.623 -0.309 -0.4394
O 2.014 -7.354 0.361 -0.3737
C 1.052 -7.581 1.404 -0.6813
H 3.468 -5.204 -2.807 0.2223
H 2.420 -4.225 -1.803 -0.1552
H 1.617 -5.334 -2.877 0.3452
H 0.050 -7.212 1.184 0.2959
H 1.509 -7.140 2.296 0.2722
H 1.070 -8.640 1.619 0.2826
C -3.646 1.692 -2.796 -0.1699
O -5.084 1.929 -2.755 -0.2697
C -5.749 1.420 -3.790 0.8076
O -5.283 0.803 -4.734 -0.6407
O -7.033 1.807 -3.675 -0.3344
C -7.831 1.789 -4.896 -0.6835
H -3.288 1.713 -3.837 0.4794
H -3.522 0.654 -2.400 -0.1156
H -3.250 2.431 -2.081 0.1054
H -7.830 0.745 -5.189 0.3005
H -7.482 2.521 -5.608 0.2976
H -8.787 2.153 -4.532 0.2298
C -2.850 -3.784 -0.734 -0.1588
O -3.303 -3.940 -2.120 -0.4247
C -3.474 -2.887 -2.889 0.6680
O -3.210 -1.736 -2.575 -0.3385
O -3.996 -3.252 -4.094 -0.3857
C -4.141 -2.189 -5.024 -0.2711
H -2.082 -2.953 -0.674 -0.0641
H -2.319 -4.720 -0.595 0.1655
H -3.691 -3.734 -0.057 0.3519
H -4.832 -2.584 -5.816 0.2395
H -3.191 -1.959 -5.556 0.1838
H -4.727 -1.317 -4.680 0.0571
C 4.203 -2.980 0.120 -0.3935
O 3.499 -4.100 0.603 -0.4802
H 4.506 -2.984 -0.941 0.2543
H 3.582 -2.060 0.338 -0.0384
H 5.157 -2.869 0.704 0.3817
H 3.988 -4.885 0.241 0.2726
C 0.113 -3.537 2.359 -0.4159
O 1.465 -3.073 2.623 -0.3696
H -0.515 -3.197 3.160 0.3575
H -0.113 -3.203 1.356 -0.0086
H 0.137 -4.659 2.321 0.2118
H 1.957 -3.605 1.959 0.1627
C -3.187 0.188 5.490 -0.5636
O -2.817 1.346 4.617 -0.4172
H -2.335 -0.463 5.592 0.1686
H -3.577 0.511 6.431 0.2968
H -4.019 -0.371 5.073 0.2502
H -1.857 1.525 4.868 0.2310
C 3.665 2.402 1.996 -0.1808
O 3.598 0.962 2.246 -0.4766
H 3.094 2.604 1.106 0.0241
H 3.210 2.946 2.872 -0.0636
H 4.712 2.660 1.816 0.3448
H 2.855 0.637 1.716 0.1307
C 3.780 -0.504 -2.476 1.1381
O 3.816 -1.614 -2.975 -0.7481
N 4.914 0.153 -2.116 0.3511
C 4.878 1.541 -1.659 -0.9571
C 6.200 -0.260 -2.499 -1.1644
H 2.820 0.106 -2.362 -0.3537
H 5.516 1.684 -0.760 0.3651
H 3.877 1.834 -1.368 0.1280
H 5.249 2.289 -2.412 0.3091
H 6.524 0.199 -3.419 0.3637
H 6.921 0.121 -1.781 0.3573
H 6.225 -1.345 -2.572 0.2900
C 1.820 4.456 -1.048 -0.0358
O 2.983 4.778 -1.097 -0.6321
N 1.027 4.705 0.060 0.1517
C -0.362 4.287 0.111 -0.4476
C 1.629 5.536 1.109 -0.8585
H 1.282 3.959 -1.812 0.5606
H -1.014 5.146 0.071 0.3723
H -0.576 3.759 1.039 -0.0420
H -0.548 3.594 -0.731 0.1355
H 0.919 6.304 1.581 0.2950
H 2.080 5.012 1.952 0.0582
H 2.362 6.077 0.570 0.4620
C 1.198 -1.475 5.368 -0.1029
O -0.010 -1.268 5.303 -0.5509
N 2.125 -0.554 5.265 0.4173
C 3.485 -0.908 5.511 -1.0872
C 1.796 0.839 5.107 -0.5820
H 1.603 -2.505 5.534 0.3454
H 3.781 -0.774 6.560 0.3332
H 4.161 -0.372 4.857 0.2830
H 3.718 -1.891 5.170 0.4098
H 2.223 1.234 4.193 -0.0416
H 0.702 0.978 5.047 -0.0229
H 2.182 1.334 5.972 0.5694
C -5.144 2.430 0.508 -0.0662
O -4.439 3.421 0.535 -0.5200
N -4.625 1.164 0.701 0.5476
C -5.500 0.062 0.461 -0.8708
C -3.166 0.978 0.831 -0.3674
H -6.249 2.450 0.450 0.2659
H -5.484 -0.700 1.218 0.2713
H -5.247 -0.416 -0.470 0.2183
H -6.480 0.518 0.450 0.3240
H -2.727 0.823 -0.183 -0.0778
H -2.716 1.847 1.293 -0.1268
H -2.931 0.171 1.528 0.3226
C 1.977 1.089 -4.933 -0.2783
O 1.469 1.381 -3.885 -0.4728
N 1.690 0.130 -5.764 0.2717
C 0.533 -0.761 -5.555 -0.7763
C 2.766 -0.303 -6.595 -0.9360
H 2.824 1.722 -5.177 0.4449
H -0.164 -0.124 -5.103 0.3934
H 0.831 -1.478 -4.757 0.1534
H 0.150 -1.269 -6.512 0.2893
H 3.505 0.497 -6.741 0.3611
H 3.351 -1.121 -6.126 0.2850
H 2.436 -0.550 -7.631 0.2977
```

Values from the calculation:
Maximum force ... 4.2 eV/A
Spin multiplicity ... 1

# 2
The following is a DFT calculation (ωB97M-V/def2-TZVPD) of a cluster of 8 separate species, C34H82N2O8 in total at a distorted geometry.

The geometry in XYZ format:
```
126
Properties=species:S:1:pos:R:3:mulliken_charge:R:1
C 0.010 0.061 0.507 0.4151
O -1.080 -0.336 1.285 -0.1933
H -0.259 0.487 -0.459 -0.0869
H 0.642 0.826 0.958 -0.2290
H 0.562 -0.853 0.289 0.2492
H -1.582 0.430 1.571 -0.0555
C 3.960 -0.661 4.400 -1.4414
C 5.251 -0.104 3.766 1.6231
C 6.390 -1.127 3.779 -1.1447
C 6.232 -2.281 2.713 -0.9078
C 5.886 -1.768 1.330 -1.1788
C 4.827 -0.694 1.287 2.4093
N 5.093 0.291 2.334 -0.0478
O 4.149 1.373 2.278 -0.1005
C 5.013 -0.061 -0.100 -2.1044
C 3.365 -1.327 1.265 -1.9263
C 5.779 1.111 4.543 -2.0053
H 3.167 0.001 4.052 0.0623
H 3.956 -0.676 5.490 0.5033
H 3.756 -1.686 4.091 0.2769
H 7.331 -0.627 3.551 0.3926
H 6.484 -1.663 4.724 0.3875
H 5.449 -2.908 3.140 0.3485
H 7.111 -2.924 2.671 0.4303
H 5.515 -2.630 0.774 0.3863
H 6.810 -1.454 0.846 0.5043
H 5.955 0.483 -0.026 0.5974
H 4.970 -0.715 -0.972 0.2246
H 4.470 0.870 -0.258 0.1616
H 2.583 -0.577 1.389 0.0477
H 3.103 -1.924 0.392 0.6397
H 3.248 -1.964 2.142 0.3050
H 5.939 0.849 5.589 0.4410
H 5.027 1.898 4.600 0.3404
H 6.620 1.482 3.958 0.4529
H 4.717 2.132 2.124 0.2782
C -1.054 0.976 -5.136 -1.6710
C -1.675 -0.411 -5.542 1.7308
C -1.122 -1.497 -4.565 -1.4636
C -1.722 -1.393 -3.115 0.5542
C -3.248 -1.497 -3.282 -1.6678
C -3.952 -0.558 -4.304 2.0205
N -3.176 -0.499 -5.572 0.1833
O -3.711 0.360 -6.473 -0.4484
C -5.375 -1.076 -4.493 -2.0891
C -4.047 0.788 -3.636 -1.6235
C -1.193 -0.822 -6.967 -1.8503
H -1.167 1.351 -4.119 0.1532
H -1.580 1.679 -5.783 0.4969
H 0.012 0.960 -5.363 0.3641
H -1.322 -2.501 -4.940 0.4952
H -0.043 -1.447 -4.416 0.3176
H -1.315 -0.508 -2.625 -0.5595
H -1.342 -2.291 -2.629 0.3645
H -3.751 -1.401 -2.320 0.5185
H -3.542 -2.511 -3.554 0.3693
H -6.070 -0.323 -4.866 0.4384
H -5.409 -1.867 -5.243 0.4769
H -5.876 -1.435 -3.594 0.3539
H -3.136 1.292 -3.314 0.1071
H -4.556 1.562 -4.210 0.3998
H -4.661 0.734 -2.737 0.4553
H -1.135 0.053 -7.615 0.4031
H -1.891 -1.485 -7.479 0.4278
H -0.245 -1.359 -7.000 0.3670
H -4.208 -0.296 -6.968 0.3801
C -4.090 -1.071 3.744 -1.2055
C -4.897 -0.075 4.501 0.6866
C -5.378 -0.587 5.841 -1.6000
O -4.179 1.098 4.587 -0.5197
H -3.100 -1.175 4.190 0.3674
H -3.994 -0.754 2.706 0.2978
H -4.513 -2.073 3.820 0.4274
H -5.785 0.233 3.949 0.1027
H -5.861 -1.556 5.715 0.3789
H -6.225 0.024 6.154 0.4731
H -4.638 -0.636 6.639 0.3208
H -4.651 1.611 5.248 0.2783
C 1.531 3.632 0.345 -0.5465
C 0.971 4.146 1.694 0.2557
C 0.558 3.112 2.729 -0.0076
O 1.976 4.888 2.324 -0.6349
H 1.894 4.436 -0.294 0.4357
H 0.674 3.153 -0.129 0.0571
H 2.298 2.864 0.453 -0.0692
H 0.141 4.850 1.639 0.2189
H 0.316 3.529 3.706 0.4069
H 1.429 2.477 2.893 -0.3158
H -0.306 2.518 2.429 -0.0888
H 2.790 4.381 2.278 0.3547
C -3.168 3.884 1.429 -1.4023
C -3.561 2.382 1.259 0.7308
C -3.257 1.969 -0.298 -1.1017
O -2.817 1.588 2.168 -0.5577
H -3.429 4.222 2.432 0.3434
H -3.492 4.666 0.741 0.4603
H -2.097 4.085 1.436 0.0721
H -4.595 2.109 1.470 0.4242
H -2.219 2.187 -0.546 -0.0526
H -3.908 2.589 -0.915 0.5701
H -3.404 0.899 -0.448 0.2496
H -3.274 1.458 3.003 0.0997
C -2.969 -4.828 1.400 -1.7337
C -2.329 -3.493 1.760 1.1306
C -0.713 -3.509 1.479 -1.2235
O -2.996 -2.624 0.868 -0.4532
H -2.693 -5.608 2.109 0.4213
H -2.738 -5.172 0.392 0.3473
H -4.057 -4.778 1.414 0.4141
H -2.537 -3.286 2.810 0.0849
H -0.470 -3.428 0.419 0.1735
H -0.262 -4.439 1.824 0.4702
H -0.180 -2.764 2.070 0.2467
H -2.595 -1.753 0.919 0.1422
C 2.184 0.993 -3.037 -0.4991
C 3.492 0.347 -3.356 0.8410
C 3.545 -0.096 -4.775 -1.3223
O 4.555 1.165 -3.142 -0.5456
H 2.019 1.922 -3.584 0.5016
H 2.175 1.219 -1.971 -0.0590
H 1.340 0.312 -3.146 -0.2094
H 3.536 -0.508 -2.682 0.0202
H 4.272 -0.902 -4.870 0.3923
H 3.787 0.738 -5.435 0.3098
H 2.585 -0.534 -5.048 0.2004
H 4.373 2.047 -3.473 0.3799
```

Values from the calculation:
Maximum force ... 4.1 eV/A
Spin multiplicity ... 1

# 3
The following is a DFT calculation (ωB97M-V/def2-TZVPD) of a cluster of 5 separate species, C34H84FO19P6S in total at a distorted geometry.

The geometry in XYZ format:
```
145
Properties=species:S:1:pos:R:3:mulliken_charge:R:1
C -1.388 -4.352 -0.787 -0.7351
C -0.681 -5.021 0.538 0.0557
C 0.909 -5.415 0.331 -0.2966
O 1.760 -4.591 1.250 -0.3519
C 1.878 -3.304 0.547 -0.2590
P 3.663 -2.738 0.173 0.2893
C 4.776 -4.049 -0.654 0.4640
C 4.297 -5.603 -0.452 -0.9893
F 5.014 -3.849 -2.106 -0.3224
P 4.574 -1.978 2.012 0.2263
C 3.288 -1.837 3.426 -0.6791
C 5.878 -3.256 2.675 -0.5334
C 7.329 -2.753 2.080 -0.8320
S 3.464 -1.001 -1.140 0.9757
C 4.992 -0.680 -2.175 -0.8709
O 2.155 -1.199 -1.992 -0.4732
O 3.199 0.208 -0.161 -0.5598
H -2.559 -4.553 -0.676 0.3607
H -1.275 -3.174 -0.850 0.0168
H -0.959 -4.813 -1.781 0.2301
H -0.698 -4.212 1.413 -0.1737
H -1.320 -5.950 0.848 0.3923
H 1.264 -5.378 -0.783 0.1960
H 1.029 -6.532 0.725 0.2718
H 1.228 -3.226 -0.440 0.4862
H 1.416 -2.485 1.282 -0.3382
H 5.848 -3.961 -0.135 0.1753
H 5.167 -6.305 -0.808 0.4056
H 3.995 -5.861 0.674 0.2417
H 3.367 -5.824 -1.143 0.2517
H 2.226 -1.469 3.077 0.0030
H 3.097 -2.872 3.987 0.3354
H 3.742 -1.054 4.204 0.4068
H 5.892 -3.091 3.854 0.4298
H 5.589 -4.357 2.389 0.2815
H 7.231 -1.933 1.234 0.2198
H 7.989 -3.620 1.622 0.2798
H 7.890 -2.230 2.989 0.3099
H 5.002 -1.404 -3.108 0.3654
H 4.864 0.417 -2.625 0.3691
H 5.991 -0.758 -1.554 0.3026
O 1.562 1.720 -7.119 -0.7212
P 2.423 2.487 -6.086 1.0482
O 1.140 3.282 -5.402 -0.3570
C 0.335 2.560 -4.488 -0.4648
C 1.062 2.328 -3.177 -0.7003
O 2.820 3.670 -7.191 -0.4079
C 2.859 3.411 -8.587 -0.3680
C 1.571 3.885 -9.234 -1.1318
O 3.386 3.344 -4.932 -0.2206
C 4.300 4.373 -5.274 -0.1417
C 3.611 5.729 -5.295 -1.1005
H 0.020 1.612 -4.932 0.3837
H -0.564 3.157 -4.305 0.3238
H 1.917 1.659 -3.320 0.0091
H 0.394 1.877 -2.438 0.3278
H 1.453 3.269 -2.776 0.2975
H 3.064 2.356 -8.796 0.3587
H 3.699 3.979 -9.001 0.3562
H 0.690 3.426 -8.772 0.2812
H 1.562 3.655 -10.302 0.3910
H 1.458 4.966 -9.106 0.2843
H 4.826 4.151 -6.206 0.2619
H 5.066 4.390 -4.490 0.3307
H 2.759 5.751 -5.982 0.2546
H 4.312 6.513 -5.591 0.3855
H 3.211 5.969 -4.306 0.3136
O -2.911 -3.709 -4.028 -0.6295
P -3.532 -3.413 -5.415 0.9632
O -2.173 -3.833 -6.265 -0.3087
C -1.920 -5.213 -6.454 -0.2976
C -2.891 -5.820 -7.448 -1.0471
O -3.194 -1.785 -5.296 -0.2771
C -3.097 -1.128 -4.042 -0.6829
C -1.639 -0.989 -3.646 -0.4952
O -4.227 -3.083 -6.964 -0.3377
C -4.546 -1.780 -7.426 -0.0704
C -3.358 -1.144 -8.130 -1.0723
H -1.963 -5.737 -5.496 0.2341
H -0.900 -5.305 -6.839 0.3129
H -3.910 -5.819 -7.046 0.2865
H -2.615 -6.853 -7.677 0.4120
H -2.911 -5.242 -8.377 0.2247
H -3.688 -1.635 -3.273 0.3477
H -3.533 -0.130 -4.161 0.3664
H -1.128 -1.958 -3.625 0.2121
H -1.543 -0.524 -2.662 0.2776
H -1.104 -0.375 -4.378 0.0953
H -4.947 -1.156 -6.622 0.2122
H -5.357 -1.893 -8.155 0.3516
H -2.472 -1.099 -7.488 0.2452
H -3.599 -0.129 -8.453 0.3666
H -3.072 -1.735 -9.004 0.3185
O -0.938 -0.638 1.075 -0.5979
P -1.851 0.579 1.360 1.1333
O -0.966 1.114 2.655 -0.1674
C 0.227 1.825 2.381 -0.1613
C -0.068 3.210 1.840 -1.1164
O -2.930 -0.347 2.230 -0.4775
C -3.098 -1.735 1.984 -0.1546
C -2.302 -2.537 2.997 -1.0791
O -2.872 1.938 1.679 -0.4109
C -4.198 1.833 2.174 -0.1873
C -4.211 1.816 3.695 -0.9621
H 0.851 1.259 1.685 0.1028
H 0.777 1.911 3.324 0.3336
H -0.539 3.150 0.853 0.2241
H 0.852 3.793 1.745 0.4523
H -0.762 3.745 2.497 0.2333
H -2.838 -1.997 0.953 0.1609
H -4.163 -1.962 2.104 0.3779
H -1.242 -2.261 2.993 0.0844
H -2.383 -3.609 2.798 0.4366
H -2.669 -2.340 4.009 0.3669
H -4.724 0.981 1.735 0.2421
H -4.734 2.727 1.836 0.3532
H -3.600 1.006 4.106 0.1162
H -5.230 1.701 4.070 0.4332
H -3.792 2.745 4.090 0.3256
O 0.039 3.512 9.537 -0.7284
P -1.423 3.006 9.497 1.0895
O -1.623 3.294 7.877 -0.4147
C -1.067 2.357 6.973 -0.1509
C -1.849 1.058 6.975 -0.9101
O -2.018 4.469 10.031 -0.3438
C -1.245 5.344 10.838 -0.3857
C -0.631 6.431 9.976 -1.1220
O -3.058 2.440 9.452 -0.3414
C -4.144 3.112 10.069 -0.1061
C -4.762 4.131 9.124 -1.0678
H -0.016 2.180 7.215 0.3021
H -1.108 2.806 5.976 0.1261
H -1.750 0.546 7.938 0.3949
H -1.487 0.387 6.191 0.2831
H -2.916 1.245 6.818 0.2053
H -0.491 4.800 11.417 0.3651
H -1.924 5.803 11.565 0.3457
H -0.031 6.014 9.160 0.2789
H 0.005 7.091 10.572 0.3900
H -1.416 7.031 9.506 0.2808
H -3.855 3.546 11.030 0.2442
H -4.900 2.351 10.295 0.3489
H -4.030 4.864 8.769 0.2554
H -5.576 4.669 9.616 0.3751
H -5.154 3.635 8.233 0.2941
```

Values from the calculation:
Maximum force ... 9.6 eV/A
Spin multiplicity ... 1
Net charge ... +1

| no. | HOMO level (eV) | LUMO energy (eV) |
| --- | --- | --- |
| 1 | -8.881 | 0.6 |
| 2 | -8.152 | 0.5 |
| 3 | -10.953 | -4.0 |